# 1
Entry from the Open Molecules 2025 dataset: a structure of composition C6H9N at a distorted geometry (wB97M-V/def2-TZVPD).

Relative energy (zero: lowest compared OMol25 entry of this formula, charge and spin) = 84.3 kcal per mole
LUMO level = 0.0333 Ha
Net charge = 0
Kohn-Sham gap = 9.26 eV

```
16
Properties=species:S:1:pos:R:3:nbo_charge:R:1
C 1.735 0.513 0.755 -0.6443
C 0.574 -0.234 0.177 0.1309
C -0.709 0.169 -0.133 -0.0609
C -1.287 1.540 0.045 -0.6324
C -1.406 -0.940 -0.704 -0.2963
C -0.697 -2.119 -0.680 -0.2297
N 0.665 -1.561 -0.179 -0.5784
H 1.473 1.558 0.940 0.2280
H 2.603 0.512 0.082 0.2240
H 2.066 0.090 1.713 0.2208
H -1.644 1.944 -0.910 0.2202
H -0.566 2.259 0.451 0.2114
H -2.148 1.524 0.724 0.2227
H -2.418 -0.888 -1.092 0.2198
H 0.385 -2.165 -1.372 0.3470
H 1.373 -2.201 0.181 0.4171
```

***

# 2
Entry from the Open Molecules 2025 dataset: a cluster of 27 separate species, C9H70NO27 in total at a distorted geometry (wB97M-V/def2-TZVPD).

Relative energy (zero: lowest compared OMol25 entry of this formula, charge and spin) = 85.0 kcal per mole
LUMO level = 0.0213 Ha
Net charge = -1
Kohn-Sham gap = 4.87 eV

```
107
Properties=species:S:1:pos:R:3:lowdin_charge:R:1
C -1.489 1.897 -0.320 -0.0457
C -0.720 0.811 -1.003 -0.4528
C 0.709 1.376 -1.148 -0.1344
C 1.591 1.312 0.083 -0.1722
C 1.542 -0.097 0.666 -0.1430
C 0.193 -0.739 0.879 -0.5097
N -0.693 -0.513 -0.271 -0.1161
O -2.007 -1.043 -0.084 -0.2888
C -0.336 -0.060 2.153 -0.0167
C 0.443 -2.229 1.037 -0.0002
C -1.376 0.623 -2.404 -0.0169
H -2.550 1.651 -0.257 0.0544
H -1.437 2.830 -0.884 0.0797
H -1.271 2.156 0.716 0.0686
H 0.679 2.437 -1.409 0.0900
H 1.187 0.971 -2.045 0.1057
H 1.339 2.099 0.796 0.0860
H 2.651 1.540 -0.053 0.0916
H 2.098 -0.140 1.604 0.1265
H 2.098 -0.616 -0.119 0.1029
H 0.303 -0.343 2.994 0.0765
H -1.403 -0.239 2.283 0.0811
H -0.171 1.017 2.201 0.0519
H 1.108 -2.323 1.898 0.0799
H 0.966 -2.601 0.157 0.0890
H -0.472 -2.791 1.216 0.0604
H -1.106 1.465 -3.044 0.0628
H -2.461 0.549 -2.371 0.0614
H -0.998 -0.279 -2.886 0.0762
O 5.179 0.471 -0.479 -0.0474
H 4.926 1.374 -0.689 -0.0085
H 5.617 0.537 0.373 0.0464
O 1.795 -0.561 -4.745 -0.0353
H 1.733 -1.248 -5.416 0.0693
H 2.322 0.130 -5.153 0.0546
O -1.181 -1.358 -5.968 -0.0600
H -0.859 -0.462 -5.835 -0.0210
H -1.228 -1.738 -5.085 0.0031
O 4.973 3.325 -1.181 -0.0266
H 4.212 3.605 -1.694 0.0342
H 5.693 3.879 -1.491 0.0654
O -1.128 -1.946 4.818 -0.0448
H -0.596 -1.414 4.221 -0.0140
H -1.094 -2.830 4.446 0.0228
O 3.173 -3.647 3.099 -0.0757
H 2.390 -4.167 2.858 -0.0226
H 3.470 -3.242 2.278 -0.0101
O 2.207 2.943 3.219 -0.0772
H 1.261 3.131 3.248 -0.0224
H 2.470 3.162 2.321 -0.0247
O -1.042 -3.561 -3.315 -0.0623
H -1.817 -2.998 -3.202 -0.0293
H -0.305 -3.059 -2.963 -0.0166
O -4.320 -0.432 4.165 -0.0814
H -3.469 0.007 4.214 0.0079
H -4.209 -1.096 3.471 -0.0252
O -3.814 -2.135 2.005 -0.0524
H -3.048 -1.775 1.539 0.0074
H -4.555 -1.938 1.427 0.0531
O 1.530 -2.254 -2.590 -0.0510
H 1.371 -1.923 -1.700 0.0275
H 1.638 -1.462 -3.129 0.0135
O 1.447 5.020 -1.753 -0.0302
H 2.212 4.599 -2.151 0.0206
H 1.151 5.650 -2.413 0.0472
O -0.680 1.661 -5.596 -0.0449
H -1.104 2.495 -5.381 0.0415
H 0.051 1.596 -4.975 0.0174
O 4.423 -2.020 1.003 -0.0447
H 5.039 -1.702 1.666 0.0484
H 4.393 -1.318 0.345 0.0040
O 2.783 -1.571 5.220 -0.0659
H 2.952 -1.934 4.344 -0.0152
H 2.665 -0.629 5.075 0.0211
O -2.975 5.159 -1.268 -0.0352
H -3.621 4.516 -1.572 0.0552
H -2.644 5.568 -2.070 0.0457
O 0.967 -5.069 2.685 -0.0352
H 1.017 -6.026 2.735 0.0645
H 0.206 -4.894 2.117 0.0230
O -2.197 -4.007 -0.278 -0.0683
H -1.940 -3.082 -0.216 -0.0249
H -1.829 -4.393 0.521 -0.0315
O -4.778 2.759 1.089 -0.0627
H -4.682 1.931 0.602 -0.0164
H -4.223 2.646 1.863 0.0223
O -2.412 5.016 1.523 -0.0478
H -2.725 4.897 0.620 -0.0015
H -3.120 4.668 2.068 0.0380
O -0.512 3.550 3.032 -0.0494
H -1.056 2.765 3.135 0.0362
H -1.015 4.118 2.434 0.0074
O -1.725 -4.886 2.337 -0.0490
H -2.607 -4.620 2.614 0.0684
H -1.598 -5.750 2.736 0.0623
O 3.047 4.346 0.690 -0.0394
H 3.748 4.740 0.168 0.0230
H 2.388 4.077 0.044 0.0029
O 3.285 -4.284 -2.417 -0.0803
H 3.753 -3.847 -1.704 0.0110
H 2.505 -3.732 -2.574 -0.0191
O -3.036 -1.796 -2.813 -0.0622
H -2.644 -1.439 -2.000 0.0032
H -3.797 -1.236 -2.975 0.0459
O -4.502 0.305 -0.380 -0.0630
H -3.631 -0.114 -0.269 -0.0045
H -4.688 0.228 -1.317 0.0370
```

***

# 3
Entry from the Open Molecules 2025 dataset: a structure of composition C24H29CoINO3P2S2 (wB97M-V/def2-TZVPD).

⟨S²⟩ = 2.02
2S+1 = 3
LUMO level (spin up / spin down) = 0.0074 / 0.0069 Ha
Net charge = 0
Kohn-Sham gap (spin up / spin down) = 7.52 / 7.33 eV

```
63
Properties=species:S:1:pos:R:3:nbo_charge:R:1
Co -0.517 -0.750 -0.617 0.6482
C -2.620 -5.016 2.168 -0.6407
C -1.279 -4.343 1.937 -0.0621
O -1.335 -2.918 2.114 -0.8408
P -2.070 -1.931 1.072 1.6220
S -1.382 -0.115 1.536 -0.6469
S -1.902 -2.691 -0.776 -0.6853
O -3.643 -2.051 1.415 -0.8467
C -4.143 -1.720 2.730 -0.0636
C -4.786 -0.346 2.783 -0.6338
H -2.496 -6.099 2.132 0.2154
H -3.327 -4.718 1.394 0.2230
H -3.025 -4.738 3.142 0.2085
H -0.916 -4.566 0.932 0.1956
H -0.539 -4.679 2.662 0.1875
H -3.334 -1.796 3.459 0.1896
H -4.885 -2.489 2.947 0.1847
H -4.044 0.428 2.609 0.2311
H -5.219 -0.200 3.775 0.2108
H -5.570 -0.255 2.031 0.2087
C 5.163 -1.154 -2.761 -0.2040
C 5.206 0.082 -2.126 -0.2131
C 4.082 0.571 -1.483 -0.1881
C 2.903 -0.172 -1.477 -0.3718
C 2.865 -1.405 -2.118 -0.1414
C 3.995 -1.897 -2.760 -0.2193
P 1.391 0.413 -0.628 0.8482
C 1.108 2.050 -1.379 -0.3525
C 0.308 2.970 -0.701 -0.1536
C -0.002 4.188 -1.285 -0.2349
C 0.458 4.489 -2.560 -0.2179
C 1.214 3.559 -3.257 -0.2100
C 1.537 2.343 -2.671 -0.1965
C 2.105 0.772 1.016 -0.2440
C 2.209 -0.332 1.863 -0.2039
C 2.806 -0.212 3.105 -0.2083
C 3.293 1.020 3.521 -0.2075
C 3.176 2.124 2.692 -0.2016
C 2.588 2.004 1.440 -0.2487
H 6.046 -1.536 -3.258 0.2140
H 6.119 0.664 -2.135 0.2148
H 4.113 1.533 -0.986 0.2198
H 1.938 -1.968 -2.108 0.2142
H 3.957 -2.857 -3.259 0.2136
H -0.071 2.717 0.283 0.2204
H -0.601 4.910 -0.744 0.2163
H 0.225 5.446 -3.009 0.2144
H 1.558 3.779 -4.260 0.2147
H 2.122 1.617 -3.221 0.2236
H 1.804 -1.284 1.536 0.2222
H 2.889 -1.077 3.751 0.2150
H 3.762 1.119 4.492 0.2129
H 3.551 3.087 3.016 0.2114
H 2.502 2.870 0.795 0.2205
N -3.656 -0.136 -2.220 -0.7985
C -2.694 0.782 -2.095 0.6742
O -1.505 0.513 -1.928 -0.6890
C -3.078 2.236 -2.236 -0.6012
I -4.665 2.804 -0.902 0.0880
H -3.420 -1.084 -1.951 0.4346
H -4.624 0.137 -2.206 0.4030
H -3.428 2.457 -3.241 0.2450
H -2.218 2.847 -1.990 0.2597
```

***

# 4
Entry from the Open Molecules 2025 dataset: a cluster of 2 separate species, C4H14N2O in total at a distorted geometry (wB97M-V/def2-TZVPD).

Relative energy (zero: lowest compared OMol25 entry of this formula, charge and spin) = 74.1 kcal per mole
LUMO level = 0.0085 Ha
Net charge = 0
Kohn-Sham gap = 6.85 eV

```
21
Properties=species:S:1:pos:R:3:nbo_charge:R:1
N 0.896 1.476 1.488 -0.9161
C 2.408 1.090 1.238 0.1624
O 3.279 1.696 1.999 -0.8464
H 0.809 2.448 1.185 0.3788
H 0.815 1.509 2.515 0.3812
H 2.330 -0.020 1.372 0.0433
H 2.445 1.335 0.156 0.0614
C -0.460 -0.153 -2.060 -0.6361
C -1.143 -0.378 -0.680 -0.0387
C -2.239 -1.461 -0.475 -0.6346
N -0.006 -0.678 0.297 -0.7759
H 0.379 0.564 -1.878 0.2314
H -0.070 -1.115 -2.475 0.2145
H -1.180 0.282 -2.782 0.2350
H -1.480 0.636 -0.302 0.2055
H -1.871 -2.488 -0.654 0.2162
H -3.094 -1.244 -1.124 0.2317
H -2.625 -1.466 0.556 0.2204
H 0.786 -1.014 -0.237 0.4105
H 0.311 0.347 0.833 0.4462
H -0.291 -1.367 1.028 0.4093
```

***

# 5
Entry from the Open Molecules 2025 dataset: an isolated molecule of C10H15NSSi at a distorted geometry (wB97M-V/def2-TZVPD).

Relative energy (zero: lowest compared OMol25 entry of this formula, charge and spin) = 93.8 kcal per mole
Structure (SMILES) = C[C@H](S)C/N=[Si](/C)c1ccccc1
LUMO level = -0.0033 Ha
Net charge = 0
Kohn-Sham gap = 8.29 eV

```
28
Properties=species:S:1:pos:R:3:nbo_charge:R:1
C -3.969 -1.237 -0.628 -0.6086
C -2.903 -1.216 0.555 -0.2657
S -3.055 0.249 1.772 -0.0741
C -1.483 -1.164 -0.016 -0.2495
N -1.003 0.087 -0.547 -1.1001
Si 0.331 0.921 -0.009 1.8238
C 0.623 2.817 -0.145 -1.1449
C 2.135 0.266 0.197 -0.5184
C 3.171 1.076 0.604 -0.1926
C 4.396 0.519 0.958 -0.2155
C 4.593 -0.834 0.654 -0.1872
C 3.601 -1.632 0.140 -0.2188
C 2.357 -1.085 -0.032 -0.1706
H -4.981 -0.913 -0.108 0.2022
H -4.018 -2.162 -1.055 0.1979
H -3.747 -0.564 -1.447 0.2181
H -3.196 -2.135 1.073 0.2134
H -4.119 0.041 2.352 0.0932
H -0.851 -1.665 0.690 0.1644
H -1.424 -1.845 -0.792 0.1900
H 1.658 2.933 -0.478 0.2441
H -0.162 3.380 -0.632 0.2638
H 0.607 3.293 0.902 0.2540
H 3.033 2.176 0.873 0.2159
H 5.213 1.137 1.267 0.2178
H 5.608 -1.225 0.786 0.2125
H 3.832 -2.739 0.008 0.2223
H 1.593 -1.727 -0.293 0.2124
```

***

# 6
Entry from the Open Molecules 2025 dataset: a structure of composition C5H7N2 at a distorted geometry (wB97M-V/def2-TZVPD).

Relative energy (zero: lowest compared OMol25 entry of this formula, charge and spin) = 148.3 kcal per mole
LUMO level = -0.1680 Ha
Net charge = +1
Kohn-Sham gap = 9.13 eV

```
14
Properties=species:S:1:pos:R:3:nbo_charge:R:1
C -1.563 -0.246 0.673 -0.2536
C -1.559 1.085 0.863 0.4396
C -0.462 -0.650 0.049 0.0905
C 0.724 0.345 -0.319 -0.5507
C 0.602 1.740 0.160 -0.0541
N -1.035 2.157 0.956 -0.3135
N -0.252 -2.026 -0.345 -0.6941
H 1.659 0.080 0.030 0.2512
H 0.950 0.300 -1.378 0.2433
H 1.120 2.107 1.064 0.2582
H 0.427 2.332 -0.617 0.2157
H 0.160 -2.638 0.406 0.4488
H 0.429 -2.267 -1.022 0.4443
H -1.198 -2.320 -0.521 0.4743
```

***

# 7
Entry from the Open Molecules 2025 dataset: a cluster of 2 separate species, C4H7ClFNS in total at a distorted geometry (wB97M-V/def2-TZVPD).

Relative energy (zero: lowest compared OMol25 entry of this formula, charge and spin) = 15.1 kcal per mole
Structure (SMILES) = F/C=C/Cl.CNC=S
LUMO level = 0.0228 Ha
Net charge = 0
Kohn-Sham gap = 9.03 eV

```
15
Properties=species:S:1:pos:R:3:nbo_charge:R:1
F 0.001 -1.970 -0.152 -0.3203
C -0.886 -1.395 0.668 0.1986
C -1.381 -0.198 0.395 -0.3078
Cl -2.525 0.557 1.443 0.0103
H -1.134 -1.998 1.536 0.1864
H -1.102 0.367 -0.486 0.2337
C 1.808 -0.238 0.856 -0.4494
N 0.942 0.790 0.313 -0.5593
C 0.914 1.114 -0.983 -0.1006
S 1.825 0.435 -2.171 -0.1540
H 1.639 -0.306 1.933 0.2053
H 2.855 0.010 0.660 0.2213
H 1.596 -1.203 0.386 0.2417
H 0.330 1.285 0.943 0.4029
H 0.200 1.910 -1.203 0.1913
```

***

# 8
Entry from the Open Molecules 2025 dataset: an isolated molecule of C2H4N4O2 at a distorted geometry (wB97M-V/def2-TZVPD).

Relative energy (zero: lowest compared OMol25 entry of this formula, charge and spin) = 126.5 kcal per mole
Structure (SMILES) = [H]/N=c1/c(=O)o[nH]n1N
LUMO level = -0.0256 Ha
Net charge = 0
Kohn-Sham gap = 8.82 eV

```
12
Properties=species:S:1:pos:R:3:nbo_charge:R:1
H 0.026 2.216 -0.406 0.3368
N 0.861 1.818 0.107 -0.5704
C 0.656 0.526 0.097 0.2608
C 1.623 -0.422 0.008 0.6338
O 2.772 0.005 -0.182 -0.4819
O 1.187 -1.620 -0.237 -0.3015
N -0.114 -1.644 0.136 -0.0995
N -0.524 -0.282 -0.124 -0.1650
N -1.890 -0.051 -0.147 -0.6505
H 0.024 -1.617 1.314 0.2974
H -2.503 0.273 -1.050 0.3808
H -2.117 0.799 0.482 0.3593
```